(1)
Entry from OMol25: an isolated molecule of C13H22BNO5S2 (ωB97M-V with the def2-TZVPD basis set).

Cartesian coordinates (Å):
H 3.114753 -2.525394 -0.018747
S 0.829970 5.200967 0.796856
O 2.128960 -3.473738 1.619766
N 0.705921 2.152154 0.370887
H 0.151823 -0.587598 -3.972899
C 2.641917 -3.564411 0.244260
C -1.114535 0.347549 0.228769
C -1.729248 2.785116 1.246021
C 0.945399 3.485864 0.574490
H -1.439606 3.649737 2.005984
H -0.045909 -4.772961 1.025151
O 1.525635 -0.556179 1.555518
H -2.290589 0.561589 0.186040
C -3.773172 3.038237 -0.575700
H 3.468468 -4.424456 0.241557
H 1.384659 -1.912671 -3.447336
H -1.677851 3.924388 -0.930129
C -0.989227 -1.088756 0.991413
H -1.519861 -0.179775 -1.950024
O 1.761146 0.314498 4.115457
C -0.514248 1.644852 1.098863
C 0.337395 -1.350134 1.884303
H 1.040048 -1.288298 -0.898990
H 0.008968 -1.282733 3.030103
H -4.535103 3.912829 -0.830794
B 0.745077 -2.964099 1.674391
H 2.508920 0.141963 -3.115624
C 0.722439 -0.480429 -1.680457
C 0.405810 -1.333285 -3.085043
C -0.637559 0.353186 -1.346698
C 2.029045 0.485139 -2.078286
H -2.615044 2.194855 1.786739
C -2.332533 3.307911 -0.181285
H -0.495893 -2.078124 -2.942996
H 2.807613 0.395324 -1.186450
H -1.055538 -1.929388 0.151128
O -0.348029 -3.995213 1.579680
O -0.219586 1.265714 2.522033
H -0.577837 1.446231 -1.821626
H -1.944719 -1.227296 1.668999
S 1.423068 0.770265 2.676612
H 1.753744 -3.892850 -0.443134
H -4.219570 1.941002 -0.623187
H 1.634882 1.588417 -2.145615

Force components x, y, z for each atom (eV/Å):
H -0.952 -2.071 0.074
S 0.932 -5.614 -0.868
O -2.503 1.149 -1.184
N 1.123 8.148 1.852
H 0.375 -1.445 1.952
C 0.503 -0.542 0.233
C -1.048 0.817 -0.030
C -0.667 -2.002 -0.228
C -2.787 -2.625 -0.373
H -0.460 -1.650 -2.055
H -0.262 1.221 1.311
O -2.603 1.190 2.551
H 2.612 -0.408 0.108
C 2.762 0.434 0.927
H -1.816 2.023 -0.086
H -2.196 1.083 0.944
H -1.484 -0.237 2.195
C -0.465 -0.016 -0.869
H 1.820 1.082 1.413
O -2.399 0.838 -4.751
C -2.052 0.047 -0.085
C -1.275 -2.994 0.452
H -0.768 1.782 -1.180
H 0.982 0.187 -2.297
H 2.231 -1.988 -0.679
B 0.072 -2.369 0.131
H -1.027 0.785 2.431
C 0.372 -0.344 -2.404
C 0.417 0.169 -0.153
C -0.427 -0.556 -0.229
C -0.468 -0.359 0.852
H 1.932 1.265 -1.195
C -3.212 -0.545 -0.534
H 1.834 1.411 -0.313
H -1.476 0.409 -2.088
H 0.042 1.857 1.752
O 2.831 1.798 -1.028
O 1.296 -0.771 -1.402
H -0.064 -2.331 1.325
H 2.088 0.248 -1.260
S 2.556 -0.197 2.568
H 1.848 0.768 0.771
H 0.755 2.484 1.413
H 1.027 -2.131 0.038

HOMO	-0.318	Ha
maximum force	0.1640	hartree/bohr
HOMO-LUMO gap	7.4722	eV

Löwdin charges, unit e, in atom order:
1. H 0.109
2. S 0.624
3. O -0.083
4. N 0.035
5. H 0.092
6. C -0.087
7. C -0.177
8. C -0.135
9. C -0.493
10. H 0.122
11. H 0.111
12. O -0.322
13. H 0.131
14. C -0.027
15. H 0.121
16. H 0.084
17. H 0.095
18. C -0.094
19. H 0.123
20. O -0.423
21. C -0.422
22. C -0.274
23. H 0.103
24. H 0.160
25. H 0.070
26. B -0.354
27. H 0.083
28. C -0.351
29. C -0.140
30. C -0.146
31. C -0.105
32. H 0.136
33. C -0.150
34. H 0.077
35. H 0.081
36. H 0.132
37. O 0.044
38. O -0.314
39. H 0.123
40. H 0.147
41. S 1.062
42. H 0.102
43. H 0.066
44. H 0.063

=====

(2)
Entry from OMol25: a cluster of 5 separate species, C13H22Cl4N2O2 in total (ωB97M-V with the def2-TZVPD basis set).

Cartesian coordinates (Å):
C -9.973793 21.617893 28.286576
Cl -8.289400 18.128354 25.516833
H -8.972607 22.018124 28.102187
H -1.990260 17.772646 25.842679
C -7.938361 11.716885 25.590361
H -9.965922 21.340056 29.343176
H -7.332546 13.475153 24.441588
C -4.624965 16.258538 31.888228
H -5.045749 17.799940 30.386734
H -1.565019 16.414442 29.291502
C -2.602367 16.942791 27.689939
N -8.424364 10.501035 25.190562
O -11.632678 20.046827 27.704231
H -3.221075 16.525234 25.668417
H -12.115931 19.758838 26.928738
H -3.030509 17.904400 27.979992
H -8.941673 9.668349 23.254686
C -7.765760 12.489446 24.474877
C -10.289852 20.441304 27.401284
O -1.370302 16.685187 28.390671
C -5.534097 15.672903 29.900018
H -1.581470 16.030189 25.973461
H -8.190867 12.017644 22.319545
N -5.371969 14.557271 30.676910
H -4.232153 16.804046 32.728043
C -8.238822 11.746040 23.360115
C -5.119082 16.755873 30.646777
H -4.731780 14.156629 32.647444
H -10.707669 22.411681 28.164521
H -10.218042 20.727902 26.345913
H -3.302378 16.185524 28.060667
Cl -7.065552 15.597437 26.111787
H -5.558042 13.615783 30.393999
Cl -6.139810 18.032450 27.423356
H -9.624459 19.588722 27.539604
C -2.312874 16.796903 26.209666
C -8.631778 10.523002 23.832526
H -7.606186 11.818238 26.611019
Cl -5.582127 17.619060 24.628553
H -8.702840 9.704519 25.729447
H -6.013635 15.607482 28.939830
C -4.814200 14.903344 31.872937
C -6.724502 17.311127 25.896036

Force components x, y, z for each atom (eV/Å):
C 0.621 0.093 0.495
Cl 0.445 -0.249 -0.110
H -0.089 -0.008 -0.237
H 0.237 -0.200 -0.290
C 0.494 -0.577 0.340
H -0.207 -0.160 -0.064
H -0.053 -0.037 0.034
C -0.335 -0.372 -0.082
H -0.294 -0.084 -0.339
H -0.123 0.102 0.023
C 0.406 -1.416 0.839
N -0.524 -0.217 -1.078
O -0.079 -0.023 0.297
H -0.020 0.131 0.046
H 0.216 -0.047 -0.175
H 0.164 0.202 -0.263
H -0.199 -0.105 0.295
C -0.154 0.253 -0.072
C -0.652 0.025 -0.389
O 0.116 0.406 -0.143
C -0.225 0.334 0.393
H 0.198 0.028 0.334
H -0.113 0.138 0.012
N 0.136 0.272 -0.083
H 0.007 0.175 -0.064
C 0.275 -0.242 0.141
C 0.646 -0.114 0.110
H 0.313 0.091 -0.029
H -0.012 0.001 -0.141
H 0.034 0.065 0.030
H -0.240 0.048 -0.384
Cl 0.275 0.054 -0.009
H -0.119 -0.074 -0.081
Cl 0.019 -0.270 -0.282
H 0.138 0.088 0.236
C -0.696 0.662 -0.108
C 0.294 0.226 -0.190
H -0.167 0.335 -0.009
Cl 0.160 -0.117 -0.309
H 0.147 0.164 0.479
H 0.137 0.036 -0.087
C -0.229 -0.313 0.294
C -0.951 0.695 0.620

structure (SMILES)	ClC(Cl)(Cl)Cl.c1cc[nH]c1.c1cc[nH]c1.CCO.CCO
HOMO	-0.312	Ha
maximum force	0.0330	hartree/bohr
HOMO-LUMO gap	8.6312	eV

Löwdin charges, unit e, in atom order:
1. C -0.093
2. Cl 0.515
3. H 0.074
4. H 0.076
5. C -0.145
6. H 0.076
7. H 0.040
8. C -0.108
9. H 0.081
10. H 0.072
11. C -0.322
12. N 0.002
13. O -0.086
14. H 0.025
15. H 0.075
16. H 0.092
17. H 0.105
18. C -0.126
19. C -0.338
20. O -0.091
21. C -0.162
22. H 0.077
23. H 0.091
24. N 0.005
25. H 0.090
26. C -0.109
27. C -0.121
28. H 0.107
29. H 0.076
30. H 0.105
31. H 0.090
32. Cl 0.568
33. H 0.142
34. Cl 0.551
35. H 0.065
36. C -0.087
37. C -0.143
38. H 0.103
39. Cl 0.588
40. H 0.141
41. H 0.053
42. C -0.149
43. C -2.003